Formula: C34H80IN12O9
Source: OMol25
Level of theory: wB97M-V/def2-TZVPD

Atoms and positions in Å:
1 C 6.21129 3.59467 -0.37572
2 C 5.21984 4.70419 0.08528
3 C 3.91316 4.20261 0.71991
4 N 3.06599 3.33542 -0.17388
5 C 1.62636 3.65786 0.11597
6 C 1.09102 4.78557 -0.76774
7 C -0.36176 5.06920 -0.27706
8 I 0.88272 4.02483 -2.80365
9 C 3.20608 2.01007 0.30700
10 N 3.80919 1.11424 -0.41384
11 N 2.69066 1.60724 1.48910
12 H 7.13490 3.58973 0.21485
13 H 5.78110 2.59295 -0.44069
14 H 6.53688 3.85665 -1.39324
15 H 5.73660 5.27507 0.87320
16 H 5.06404 5.41355 -0.73481
17 H 3.31317 5.09538 0.94545
18 H 4.16260 3.75397 1.69647
19 H 1.48124 3.91167 1.17746
20 H 1.00882 2.77084 -0.08962
21 H 1.71077 5.68655 -0.77754
22 H -0.96018 4.18602 -0.54712
23 H -0.39441 5.11064 0.82289
24 H -0.79115 5.95947 -0.74365
25 H 3.77082 0.18942 0.01592
26 H 3.51201 1.11857 -1.39128
27 H 1.89851 0.96806 1.46511
28 H 3.02272 1.96991 2.37078
29 C 1.31295 -1.70835 -0.63494
30 O 1.56572 -0.90705 0.26907
31 N 1.87701 -2.90342 -0.77579
32 C 1.53076 -3.80128 -1.86896
33 C 2.87520 -3.33273 0.19206
34 H 0.57218 -1.48320 -1.41644
35 H 1.14154 -4.73417 -1.45868
36 H 2.42876 -4.00733 -2.45368
37 H 0.77838 -3.35375 -2.51651
38 H 2.43688 -3.34667 1.18866
39 H 3.70967 -2.62781 0.19233
40 H 3.23591 -4.32585 -0.06039
41 C 0.18723 -6.72304 0.90849
42 O 0.96687 -6.38440 0.02518
43 N -0.55822 -5.89766 1.65386
44 C -1.46318 -6.39326 2.68571
45 C -0.46680 -4.46865 1.43105
46 H 0.03519 -7.78397 1.16594
47 H -2.48057 -6.07781 2.44679
48 H -1.16979 -5.97824 3.65504
49 H -1.43255 -7.47921 2.74044
50 H -0.74417 -4.24058 0.39933
51 H 0.55919 -4.13961 1.59391
52 H -1.13039 -3.94141 2.11183
53 C -4.47907 -7.29975 4.18286
54 O -3.60707 -8.14709 4.22092
55 N -5.73909 -7.50449 3.74961
56 C -6.73074 -6.44660 3.73201
57 C -6.11202 -8.83017 3.28619
58 H -4.29792 -6.26188 4.51302
59 H -7.57693 -6.72936 4.36144
60 H -7.08054 -6.29120 2.70926
61 H -6.30587 -5.51702 4.10641
62 H -5.96809 -9.55177 4.09133
63 H -5.47425 -9.11658 2.44860
64 H -7.15286 -8.83749 2.97126
65 C 0.62647 -6.63480 5.33005
66 O -0.43338 -6.08047 5.56282
67 N 1.69372 -6.63899 6.14783
68 C 2.92581 -7.32432 5.80507
69 C 1.60576 -5.93406 7.41565
70 H 0.79559 -7.19897 4.39546
71 H 3.14122 -8.08500 6.55742
72 H 3.74706 -6.60489 5.77643
73 H 2.84006 -7.80393 4.83170
74 H 0.79174 -6.35164 8.00915
75 H 1.39323 -4.87968 7.23268
76 H 2.54134 -6.02853 7.96179
77 C -5.07516 1.45336 -0.33616
78 O -4.98510 0.26943 -0.60097
79 N -4.18379 2.14611 0.40411
80 C -4.33931 3.56143 0.68945
81 C -3.02917 1.44889 0.93198
82 H -5.91649 2.07067 -0.69144
83 H -3.47855 4.10607 0.29203
84 H -4.38971 3.70434 1.77173
85 H -5.24535 3.95643 0.23761
86 H -2.45080 1.03205 0.10376
87 H -3.35786 0.62739 1.57108
88 H -2.40831 2.13506 1.50563
89 C 0.84939 -12.23977 2.44717
90 O 1.91034 -12.40898 3.01419
91 N 0.66648 -11.44234 1.37198
92 C -0.62851 -11.28129 0.74113
93 C 1.81010 -10.72517 0.83589
94 H -0.07680 -12.73974 2.77854
95 H -0.56939 -11.60193 -0.30124
96 H -0.92482 -10.23002 0.77653
97 H -1.38086 -11.87804 1.25329
98 H 2.57788 -11.43916 0.53486
99 H 2.22286 -10.07707 1.61116
100 H 1.51302 -10.12567 -0.02224
101 C -6.32967 7.25529 0.32314
102 O -6.25255 6.07006 0.05404
103 N -5.43234 7.94228 1.05685
104 C -5.58704 9.35706 1.33937
105 C -4.27455 7.24123 1.57994
106 H -7.16959 7.87771 -0.02643
107 H -4.73093 9.90423 0.93968
108 H -5.63854 9.50969 2.41923
109 H -6.49729 9.74124 0.88348
110 H -3.70050 6.81803 0.75315
111 H -4.60349 6.42507 2.22595
112 H -3.64738 7.92515 2.14701
113 C 0.00701 8.83685 -3.56128
114 O 0.12827 8.55756 -2.37882
115 N 0.82658 8.41219 -4.53947
116 C 0.63025 8.77359 -5.93252
117 C 1.94312 7.56240 -4.17557
118 H -0.81205 9.47663 -3.92845
119 H 0.48789 7.86604 -6.52430
120 H 1.51085 9.30622 -6.29612
121 H -0.24426 9.41167 -6.04466
122 H 1.55735 6.66596 -3.69088
123 H 2.58372 8.09125 -3.46698
124 H 2.51984 7.29131 -5.05715
125 C 2.98100 8.85073 -9.15376
126 O 3.21195 9.64017 -8.25732
127 N 3.54115 7.62934 -9.27295
128 C 3.22040 6.73673 -10.37026
129 C 4.49663 7.19851 -8.26800
130 H 2.27159 9.08232 -9.96620
131 H 2.80242 5.80821 -9.97523
132 H 4.12780 6.51050 -10.93373
133 H 2.49424 7.19616 -11.03803
134 H 4.01852 7.19669 -7.28672
135 H 5.33617 7.89433 -8.24032
136 H 4.85839 6.19929 -8.49956

Properties
Net charge   +1
2S+1   1
Orbital gap   6.86 eV
LUMO energy   -0.1292 hartree
HOMO level   -0.3815 Eh

These are the Löwdin partial charges, in e, on atoms 1 to 8:
1. C -0.088
2. C -0.210
3. C -0.163
4. N -0.035
5. C -0.299
6. C -0.688
7. C -0.172
8. I 0.874